Density functional theory data (wB97M-V/def2-TZVPD) for 13 unconnected molecules or ions with the total composition C63H145N10O22P3.

XYZ file:
```
243
Properties=species:S:1:pos:R:3:forces:R:3:mulliken_charge:R:1
C -29.340 -11.399 3.492 -0.5098 -1.1559 0.0183 -0.6088
C -30.290 -12.496 2.971 -1.1854 2.4595 0.4420 0.8070
O -31.495 -12.259 2.926 -0.2087 0.1451 0.3837 -0.7091
N -29.840 -13.597 2.426 1.5591 -2.4384 -0.0433 0.7386
C -28.469 -14.080 2.287 -0.3158 0.2604 -0.2784 -0.5511
H -28.518 -11.847 4.050 0.3695 0.2255 -0.2719 0.2921
H -29.885 -10.746 4.175 -0.1102 -0.0999 -0.2561 0.3699
H -29.043 -10.849 2.600 0.4505 0.1646 0.1929 -0.1311
H -30.548 -14.227 2.076 -0.2078 0.2399 -0.2477 -0.0655
H -28.082 -13.650 1.363 0.6771 0.0299 0.1564 0.2484
H -28.425 -15.162 2.164 -0.4783 -0.0414 -0.0681 -0.4045
H -27.848 -13.891 3.163 -0.0131 0.4373 -0.1197 0.2898
C -25.361 -13.627 4.572 -0.4457 0.6257 0.0064 -0.5065
C -25.259 -15.046 4.056 2.2801 0.8656 -1.5237 0.7495
O -24.547 -15.315 3.091 -0.6501 0.0301 0.1394 -0.6288
N -25.963 -15.930 4.726 -1.4574 -1.1343 2.3460 -0.0924
C -26.227 -17.339 4.497 -0.3115 0.0565 -0.7784 -0.9194
H -25.753 -13.007 3.766 -0.1758 -0.1711 -0.0913 -0.3867
H -24.427 -13.127 4.828 0.2370 -0.5847 0.0538 0.4177
H -26.056 -13.532 5.406 0.0462 0.0207 0.0876 0.3107
H -26.261 -15.620 5.640 -0.2339 0.0874 -0.2748 0.2475
H -25.561 -17.743 3.735 0.2026 0.0048 0.2784 0.2458
H -27.243 -17.459 4.121 -0.1256 0.0638 -0.2297 0.2723
H -26.224 -17.909 5.427 0.5553 0.1139 -0.0034 0.3528
C -29.068 -10.821 -2.400 -0.3623 0.4262 -0.4489 0.8230
C -30.403 -10.055 -2.296 0.4435 -0.3626 -1.0001 0.0234
O -30.780 -9.361 -3.226 0.1037 0.3145 -0.3845 -0.7570
N -31.213 -10.252 -1.242 0.6144 0.3382 1.1321 0.0335
C -30.798 -10.788 0.067 -0.3397 -0.6117 -0.9562 0.0487
H -28.706 -10.750 -3.426 -0.3224 0.2442 -0.1329 -0.1472
H -29.202 -11.887 -2.217 0.1563 0.0432 0.6102 -0.3995
H -28.275 -10.342 -1.825 -0.1802 -0.3082 0.5548 0.1716
H -31.992 -9.610 -1.222 0.0002 -0.1215 -0.1631 0.2953
H -31.145 -10.124 0.859 0.0279 -0.3292 0.0333 0.4057
H -29.720 -10.933 0.135 0.0002 0.3612 -0.0921 -0.1697
H -31.248 -11.780 0.094 -0.0609 0.0411 0.8638 -0.3018
C -24.783 -12.229 -8.613 -0.4165 -0.3810 0.4359 0.0165
C -24.587 -13.724 -8.435 1.7263 -1.2739 -1.6803 0.2708
O -23.496 -14.233 -8.812 -2.7487 0.5809 1.3726 -0.6999
N -25.702 -14.433 -8.006 1.0040 0.1526 -0.7306 0.4313
C -25.723 -15.901 -7.928 1.1159 0.5855 0.5961 -0.8896
H -23.843 -11.677 -8.619 0.0129 -0.3143 0.3467 0.1860
H -25.466 -11.888 -7.835 0.2374 0.3925 -0.1566 -0.4179
H -25.231 -12.046 -9.590 -0.2239 -0.1490 -0.0410 0.4231
H -26.578 -13.935 -7.943 0.0283 -0.0269 -0.1386 0.1848
H -25.182 -16.093 -7.002 -0.1006 -0.7545 0.1343 0.1101
H -25.146 -16.387 -8.715 -0.0215 0.3254 -0.2071 0.3921
H -26.713 -16.356 -7.894 -0.1383 0.5698 -0.0009 0.2826
C -25.947 -7.956 -0.197 0.3813 0.2164 -0.6707 -1.1392
C -26.425 -9.141 0.610 0.5742 1.4504 0.7190 0.8810
O -27.597 -9.417 0.720 -0.8559 -0.7274 -0.5326 -0.5489
N -25.483 -9.712 1.387 1.0174 -1.6721 0.9456 -0.1015
C -25.716 -10.834 2.305 -0.3605 0.3263 0.0613 -1.2381
H -26.667 -7.144 -0.094 0.0934 -0.0731 0.0841 0.3234
H -25.836 -8.149 -1.264 -0.4723 -0.4269 -0.1037 0.0844
H -24.940 -7.618 0.047 -0.0852 0.0433 0.5270 0.4097
H -24.536 -9.382 1.508 -0.3213 0.4759 -0.8113 0.2412
H -26.731 -11.225 2.226 0.0307 0.2734 -0.1225 0.2380
H -25.554 -10.482 3.324 -0.1434 -0.0550 0.1464 0.3289
H -25.031 -11.667 2.143 0.1687 0.1149 -0.2990 0.4335
C -26.639 -19.048 -3.906 -0.4802 0.2188 -1.2386 -0.8160
C -28.044 -18.641 -4.386 -0.9957 -1.3106 2.8520 0.7043
O -29.024 -18.865 -3.675 0.5147 0.1073 -0.1652 -0.6546
N -28.156 -18.061 -5.565 0.8347 0.6284 -1.9922 -0.0784
C -29.401 -17.744 -6.250 -0.3842 -0.0472 0.2076 -0.9691
H -26.522 -20.124 -4.034 -0.2521 -0.1084 0.4517 0.6282
H -26.498 -18.720 -2.876 0.0496 -0.1331 -0.1437 -0.1349
H -25.894 -18.636 -4.586 0.2452 0.2836 0.2887 0.2507
H -27.323 -18.224 -6.113 -0.2112 0.5395 -0.4125 0.2252
H -30.241 -17.880 -5.568 0.2071 -0.3851 0.0663 0.3915
H -29.531 -18.371 -7.131 -0.0445 -0.0738 0.0727 0.3659
H -29.492 -16.704 -6.566 0.5508 0.1195 -0.0185 0.2001
C -25.957 -12.638 -0.850 -0.5794 3.9448 -1.7794 0.3482
O -25.996 -13.934 -0.596 0.4849 -4.9064 1.4922 0.3421
P -25.224 -14.988 -1.475 -0.2754 -1.8498 -1.2317 0.1973
O -23.745 -14.904 -1.618 -1.7646 -0.0882 0.5501 -0.8096
O -25.884 -16.408 -0.953 0.1292 1.6665 -0.2147 0.3870
C -26.111 -16.774 0.417 0.7063 -0.2185 1.0390 -0.0539
O -25.980 -14.834 -2.921 0.3042 -0.3263 1.8580 0.6486
C -25.733 -15.782 -3.957 0.3382 1.1634 -1.3568 0.7235
H -26.952 -12.409 -1.234 -0.0668 0.7155 -0.1064 0.2362
H -25.249 -12.439 -1.654 0.1375 0.5086 0.1559 -0.3912
H -25.771 -12.000 0.013 0.2241 -0.2958 0.0594 -0.4280
H -26.990 -17.388 0.616 -0.0756 -0.3918 -1.1585 0.0981
H -26.288 -15.993 1.156 0.4670 0.8425 -0.6084 -0.1898
H -25.219 -17.306 0.745 -0.0832 -0.0808 0.1687 -0.0367
H -25.189 -15.256 -4.742 0.7792 0.0623 0.1444 -0.5722
H -26.653 -15.933 -4.522 -0.4206 -0.7937 0.7696 0.1568
H -25.160 -16.664 -3.672 -0.4159 0.0394 0.1788 -0.5114
C -30.385 -10.203 -6.958 -1.6112 2.2939 1.7975 -0.6698
O -30.007 -11.262 -7.704 2.7883 -3.9047 -2.5630 -0.4056
P -28.512 -11.947 -7.548 -1.1524 2.5083 1.5767 -0.4176
O -28.223 -13.178 -8.269 -0.8629 -0.2911 -0.3269 -0.8462
O -28.408 -11.989 -5.955 1.0258 1.8461 -1.9798 0.9281
C -28.837 -13.092 -5.232 -0.5398 -0.7414 0.5142 -1.2440
O -27.456 -10.772 -7.864 -0.2913 -1.2738 1.1833 0.6092
C -27.580 -10.099 -9.109 -0.1077 0.0905 -0.2336 -1.1700
H -30.986 -9.522 -7.562 0.6285 0.4040 -0.4364 0.3058
H -29.555 -9.720 -6.443 -0.1730 0.2551 -0.0269 0.2482
H -31.153 -10.479 -6.236 0.3778 -0.4169 0.5685 0.2726
H -29.671 -13.580 -5.736 0.1580 -0.4356 -0.1035 0.5653
H -29.256 -12.697 -4.307 0.4443 -0.3592 0.1787 -0.0596
H -27.945 -13.711 -5.130 -0.4804 -0.5353 0.5570 0.5011
H -27.939 -9.125 -8.776 -0.4096 0.0935 -1.0873 0.2609
H -28.178 -10.727 -9.769 -0.6672 0.6645 -0.0968 0.4815
H -26.651 -10.001 -9.670 0.4283 -0.0110 0.6923 0.3135
C -31.396 -20.249 0.161 0.5886 -0.7283 0.1057 -0.5158
O -30.190 -20.251 0.958 0.0377 0.8483 1.2959 -0.3752
P -29.985 -19.227 2.179 1.1504 -0.3867 -0.7073 0.3099
O -30.545 -17.879 1.942 0.4971 -1.0125 0.6103 -0.3887
O -28.353 -19.270 2.293 -3.5360 1.5455 -0.4373 0.1169
C -27.478 -20.333 2.561 0.3634 0.3450 0.5617 -0.8060
O -30.546 -19.940 3.514 0.6389 -0.4414 -0.5803 -0.3404
C -31.944 -20.156 3.751 -1.0914 1.2656 -0.3090 -0.6828
H -31.669 -21.304 0.174 -0.4073 0.1462 -0.3898 0.2945
H -31.071 -19.930 -0.829 -0.5141 0.0039 0.0061 0.1516
H -32.197 -19.640 0.581 0.1950 0.1762 -0.1307 0.2549
H -27.000 -19.953 3.464 0.3189 -0.9931 0.3033 0.2645
H -26.720 -20.339 1.777 -0.1830 -0.3666 -0.1325 0.2523
H -28.011 -21.277 2.678 0.3243 -0.0243 0.0598 0.3178
H -32.172 -20.696 4.670 0.8148 -0.0466 -0.0470 0.2954
H -32.525 -20.616 2.951 0.6917 -0.5204 -0.3618 0.2789
H -32.423 -19.180 3.820 0.0770 0.1895 0.3225 0.2801
C -22.972 -19.131 -2.216 0.5140 -0.0075 0.1462 -1.7687
C -22.158 -19.213 -0.881 -0.6366 1.3433 0.3884 2.3890
C -23.150 -19.729 0.239 1.1250 -1.1381 -1.2271 -0.9026
C -23.447 -21.262 0.152 1.3671 1.2720 -1.2749 -0.7063
C -22.121 -22.035 0.013 -0.2615 0.8688 1.5290 -1.4183
C -21.116 -21.507 -1.064 1.7872 -0.7249 1.1653 1.4214
N -20.921 -20.039 -0.938 -1.4505 0.1018 1.4652 0.1764
O -19.884 -19.425 -1.717 -1.0368 -0.9657 -0.6453 -0.3106
C -19.690 -22.164 -0.735 -1.7758 0.0288 -0.2075 -1.8416
C -21.584 -22.006 -2.400 0.4956 1.0619 -1.3568 -1.5720
C -21.744 -17.746 -0.455 -0.0068 -1.1478 -0.7444 -1.5009
H -22.234 -19.234 -3.011 -0.3407 -0.1611 -0.3592 0.6221
H -23.525 -18.211 -2.406 0.3780 0.4949 0.4993 -0.1562
H -23.771 -19.872 -2.251 0.3365 -0.4433 -0.2279 0.2386
H -22.671 -19.484 1.187 -0.3646 0.0232 0.2565 0.6126
H -24.103 -19.230 0.069 0.1454 0.4497 0.3438 -0.2349
H -23.939 -21.474 -0.797 -0.9301 0.1635 0.2907 0.2071
H -24.028 -21.493 1.046 -0.0659 -0.6308 -0.2982 0.5531
H -22.343 -23.091 -0.136 0.2260 -0.0386 -0.3794 0.4843
H -21.745 -21.972 1.034 0.9389 -0.0470 -0.0367 0.4357
H -19.317 -21.748 0.201 0.1039 -0.0061 -0.1208 0.4375
H -19.899 -23.226 -0.601 0.1952 -0.1424 0.1581 0.4206
H -18.966 -22.090 -1.546 -0.1112 0.3677 0.0405 0.3441
H -21.672 -23.087 -2.513 -0.1353 0.0755 0.3080 0.3798
H -22.470 -21.463 -2.728 -0.2402 -0.5589 0.1056 0.3021
H -20.818 -21.664 -3.097 0.0916 -0.1972 -0.4000 0.3766
H -22.610 -17.263 -0.003 0.1369 0.2218 -0.1499 0.2288
H -21.396 -17.208 -1.337 -0.2871 0.2058 0.0047 0.0144
H -20.899 -17.743 0.234 -0.1715 -0.2182 0.3162 0.4698
H -19.279 -19.039 -1.079 -0.0824 -0.1302 0.3405 0.3171
C -24.221 -7.473 -5.281 -0.0666 -1.3343 -0.5176 -1.5944
C -24.004 -8.755 -6.128 0.0745 -2.2377 0.8426 1.2132
C -22.526 -9.045 -6.360 1.5603 1.3131 0.4274 -1.3999
C -21.755 -9.710 -5.215 -2.3058 -1.2460 -0.3494 -1.3868
C -22.527 -11.022 -4.972 0.5205 -0.3076 1.8020 -1.3810
C -24.016 -10.914 -4.512 0.6595 1.0101 -1.2832 2.5298
N -24.638 -9.991 -5.517 2.1256 -0.3163 -0.1664 1.4027
O -25.967 -9.757 -5.268 -1.3410 0.1694 0.4129 -0.5597
C -24.707 -12.267 -4.633 0.0658 -0.1332 -0.4855 -0.3598
C -24.080 -10.447 -3.055 0.2869 0.3293 -0.4388 -1.8628
C -24.665 -8.684 -7.505 -0.3461 1.2489 0.2817 -1.3052
H -23.628 -6.669 -5.719 -0.5223 0.2860 -0.0645 0.4130
H -23.895 -7.605 -4.250 0.0302 -0.0963 -0.0198 0.2906
H -25.307 -7.376 -5.303 0.1175 0.8286 0.2099 0.3762
H -22.289 -9.571 -7.285 -0.4632 -0.3119 -0.0217 0.3467
H -22.120 -8.044 -6.508 0.3133 0.1805 -0.3215 0.6186
H -21.813 -9.185 -4.261 0.4288 0.5160 -0.2313 0.4139
H -20.753 -10.061 -5.459 0.1539 0.7258 -0.0626 0.4666
H -22.019 -11.397 -4.083 0.0414 -0.7376 0.0571 0.3355
H -22.301 -11.736 -5.764 -0.6170 0.0275 -0.2001 0.3181
H -25.792 -12.225 -4.540 -0.0907 0.3330 0.2118 0.1228
H -24.509 -12.655 -5.632 0.0987 -0.2456 -0.0229 -0.7143
H -24.357 -12.974 -3.881 0.2227 -0.0206 -0.0340 0.0048
H -23.581 -9.483 -2.965 -0.3624 0.2668 0.1354 0.6074
H -25.126 -10.419 -2.751 0.0749 0.2811 0.2133 -0.0827
H -23.503 -11.111 -2.410 -0.2090 -0.3044 0.0051 0.3604
H -24.030 -8.121 -8.189 0.0973 -0.1823 -0.2229 0.4151
H -25.573 -8.088 -7.414 -0.2973 -0.1300 -0.1342 0.3628
H -24.921 -9.677 -7.876 0.3137 0.1818 -0.0203 -0.1351
H -26.377 -10.311 -5.936 -0.6765 0.0618 -0.0368 0.2187
C -33.235 -13.967 -0.930 0.5455 -0.1308 -1.5383 -1.6944
C -33.116 -15.513 -0.841 0.2276 0.3078 2.3128 1.5292
C -33.580 -16.197 -2.118 0.2663 -0.1500 -1.0357 -1.3936
C -32.563 -16.118 -3.256 0.9582 -0.4485 0.5537 -1.0798
C -31.208 -16.698 -2.806 -0.3164 0.9731 0.7721 -1.1240
C -30.669 -16.112 -1.478 0.8251 0.8816 0.2840 2.9890
N -31.725 -15.972 -0.463 -1.1417 -1.0781 -1.0053 0.3423
O -31.263 -15.467 0.792 -0.4533 0.5199 -1.3384 0.0132
C -29.647 -17.126 -0.966 0.4457 0.5135 0.4781 -0.5468
C -29.907 -14.758 -1.755 -0.4657 0.2657 -0.2901 -0.7777
C -34.053 -15.978 0.346 1.2038 -0.1683 -0.2964 -1.5910
H -32.722 -13.405 -0.149 -0.5703 -0.3387 0.4920 0.1676
H -34.254 -13.654 -1.158 -0.2887 -0.0266 0.8652 0.5474
H -32.756 -13.587 -1.833 0.4991 -0.2314 -0.3299 0.2706
H -33.849 -17.247 -2.005 0.1746 -0.1450 0.6178 0.3271
H -34.498 -15.729 -2.473 -0.1584 0.2356 0.2497 0.5536
H -32.474 -15.075 -3.560 0.1429 -0.0249 -0.3207 0.2496
H -32.826 -16.767 -4.092 -0.5710 0.4290 -0.2315 0.5301
H -30.412 -16.469 -3.515 -0.1170 -0.2814 -0.2532 -0.0607
H -31.268 -17.781 -2.704 -0.1248 -0.0025 -0.1032 0.6113
H -30.070 -18.130 -0.960 0.2701 0.0999 0.0033 -0.6612
H -28.722 -17.064 -1.539 -0.1874 -0.3527 -0.4657 -0.1842
H -29.314 -16.850 0.035 -0.2356 -0.0734 0.1765 -0.1370
H -30.257 -13.922 -1.150 -0.0977 -0.1838 0.3670 -0.4454
H -28.823 -14.796 -1.655 0.0742 -0.3240 0.2227 -0.0020
H -30.070 -14.419 -2.778 -0.1614 -0.0846 -0.2542 -0.0637
H -33.993 -15.277 1.179 -0.5125 0.2962 -0.2466 0.3439
H -33.637 -16.882 0.789 0.0418 -0.3236 -0.3009 0.1892
H -35.056 -16.221 -0.005 -0.1039 0.4598 0.1409 0.4165
H -31.052 -16.275 1.265 0.0257 -0.6095 0.3317 0.4887
C -22.249 -15.528 -5.268 0.1013 1.4730 -0.2928 -1.9207
C -20.707 -15.318 -5.395 -0.6389 -2.2701 1.9868 2.9581
C -20.071 -16.141 -4.181 0.1674 -0.1523 -1.0782 -1.4154
C -18.610 -16.522 -4.338 0.5243 0.2489 -0.9806 -1.0949
C -18.421 -17.120 -5.711 -1.4457 -1.3417 -1.0673 -1.7474
C -18.925 -16.304 -6.980 1.3425 -0.1407 2.4198 1.8947
N -20.351 -15.940 -6.717 1.5470 -1.8686 1.8051 -0.1193
O -20.943 -15.386 -7.823 -0.0135 0.6821 -0.0123 -0.2744
C -18.015 -15.094 -7.182 0.7882 0.4106 -1.2917 -1.6214
C -18.773 -17.286 -8.128 -1.0280 -0.9413 -0.2196 -2.1032
C -20.331 -13.879 -5.133 0.4566 0.7608 -1.4285 -1.9262
H -22.710 -14.840 -5.977 -0.2007 -0.1868 -0.4863 0.0756
H -22.661 -15.165 -4.326 0.4039 -0.2178 0.4733 0.2875
H -22.621 -16.534 -5.460 0.4566 -0.0643 -0.0597 0.6147
H -20.190 -15.618 -3.232 -0.3853 0.3072 -0.1650 0.5421
H -20.543 -17.116 -4.064 -0.5807 0.0721 -0.1508 0.1708
H -18.448 -17.315 -3.609 0.5824 0.2381 0.1973 0.3950
H -17.879 -15.717 -4.271 -0.1389 0.2758 0.7188 0.3961
H -19.048 -18.012 -5.699 -0.7523 -0.0977 -0.1168 0.5067
H -17.508 -17.679 -5.915 0.8190 0.9838 0.0589 0.4975
H -17.106 -15.323 -7.738 -0.0941 -0.7249 -0.4656 0.4612
H -18.532 -14.430 -7.875 0.0947 0.6411 0.1872 0.3239
H -17.504 -14.555 -6.384 -1.1159 0.0595 0.7243 0.3196
H -19.132 -16.990 -9.114 -0.0373 0.4155 0.1619 0.3306
H -17.788 -17.735 -8.257 0.3444 0.6223 0.2633 0.4031
H -19.374 -18.143 -7.822 -0.3446 -0.1169 -0.2681 0.5081
H -19.259 -13.694 -5.074 0.1772 -0.3952 -0.0269 0.4260
H -20.735 -13.398 -4.242 -0.5174 -0.3985 -0.1391 0.3039
H -20.650 -13.364 -6.039 -0.2035 0.7455 0.1383 0.4277
H -20.438 -14.575 -7.920 -0.3112 0.7872 -0.7594 0.3119
```
Positions in Å, forces in eV/Å.

Computed properties:
Total energy in hartree: -5714.37420
HOMO in eV: -7.8
Frontier orbital gap in eV: 8.09
Spin multiplicity: 1